[1]
Density functional theory data (the ωB97M-V functional and the def2-TZVPD basis) for a single C4H6Br2O molecule at a distorted geometry.

Each line ends with the natural charge from an NBO analysis.
Cartesian coordinates (Å):
C 0.28522 1.03448 -1.29927  -0.608
C 0.59076 0.09437 -0.09374  -0.094
Br 2.35766 -0.71300 -0.24993  0.038
C -0.07414 0.35831 1.27200  -0.464
C -0.61651 -0.85523 0.45469  0.189
O -0.40382 -2.08406 1.00448  -0.676
Br -2.39006 -0.56553 -0.28534  -0.014
H 0.11228 0.57713 -2.18529  0.220
H 1.25114 1.76905 -1.40030  0.218
H -0.55547 1.61906 -1.09607  0.222
H 0.30360 0.23119 2.30737  0.254
H -0.77679 1.22481 1.26358  0.230
H -0.08386 -2.69055 0.30782  0.486

Force components x, y, z for each atom (eV/Å):
C 4.3 2.0 3.4
C -1.9 -0.9 0.0
Br -0.7 0.1 0.3
C -1.2 -0.1 -0.6
C 1.9 2.6 0.8
O 0.4 -0.2 -0.8
Br 0.2 -0.3 -0.2
H -0.2 -1.9 -2.6
H -2.4 -1.7 0.1
H -1.3 1.1 0.5
H 0.3 -0.4 -1.1
H 0.7 -0.6 -0.2
H -0.2 0.3 0.4

Properties
HOMO-LUMO gap, eV: 10.17
Total charge: 0
SMILES: C[C@@]1(Br)C[C@@]1(O)Br
LUMO energy, eV: 0.62
ΔE to the lowest compared entry with this formula, charge and spin, kJ/mol: 149.13


[2]
Density functional theory data (the ωB97M-V functional and the def2-TZVPD basis) for a molecular structure, C10H20Cl2HfO3P at a distorted geometry.

Each line ends with the natural charge from an NBO analysis.
Cartesian coordinates (Å):
C -0.26437 -2.59879 -5.34993  -0.745
C -0.22461 -1.69723 -4.16856  0.595
H -0.00603 -3.62819 -5.09056  0.288
H 0.41702 -2.23575 -6.11631  0.291
H -1.26772 -2.58042 -5.79126  0.306
O -0.26981 -2.03153 -2.98564  -0.599
Cl -0.11766 -0.00499 -4.54099  0.085
Hf 0.04751 0.22333 -0.93034  2.019
P -2.14316 -0.29529 0.10103  0.755
C -2.51691 -1.29073 1.56645  -0.932
C -3.04298 1.23222 0.56550  -0.897
H -2.93114 -0.66842 -2.19197  0.274
H -4.17597 -1.05677 -0.97272  0.313
H -2.81704 -2.19031 -1.22844  0.284
C -3.10589 -1.12843 -1.20660  -0.925
H -2.93739 2.00544 -0.20944  0.278
H -4.10622 0.97537 0.68012  0.298
H -3.59851 -1.40328 1.70981  0.313
H -2.13697 -0.78410 2.46443  0.275
H -2.65600 1.59627 1.53381  0.270
H -2.09726 -2.29710 1.47612  0.268
C 0.37791 -1.60340 0.34313  0.388
O 0.43280 -2.60450 0.96866  -0.213
Cl -0.82041 2.23583 -1.84064  -0.298
C 1.76853 2.59911 2.55874  -0.448
C 2.74681 2.32608 1.41390  -0.400
C 1.97874 1.61142 0.26898  -0.188
O 0.65165 1.36266 0.81440  -0.636
C 0.42795 2.06273 2.07810  -0.062
H 2.11726 2.09197 3.46773  0.268
H 1.68126 3.66282 2.80147  0.280
H 3.48771 1.57505 1.72537  0.254
H 3.28702 3.22038 1.08276  0.288
H 1.87339 2.27342 -0.60618  0.260
H 2.51378 0.65856 0.10100  0.238
H -0.03943 1.36755 2.77218  0.227
H -0.26504 2.86456 1.81800  0.229

Force components x, y, z for each atom (eV/Å):
C 0.1 -0.2 0.1
C -0.1 -0.8 0.6
H -0.1 0.2 0.2
H 0.0 0.1 0.0
H 0.0 0.1 0.1
O 0.3 1.2 0.0
Cl 0.1 0.3 0.3
Hf 0.9 4.0 -2.5
P -4.0 -0.1 1.3
C 0.8 -0.5 0.6
C 0.3 0.6 -0.3
H -0.1 -0.2 0.2
H 0.2 0.1 0.1
H -0.1 0.3 -0.1
C 0.5 -0.1 -0.7
H -0.1 -0.2 0.4
H 0.3 -0.1 0.0
H 0.1 0.2 -0.4
H 0.1 -0.3 -0.2
H -0.2 -0.1 -0.4
H -0.1 0.1 0.2
C 0.9 -8.5 5.1
O -0.3 6.5 -4.0
Cl 0.5 -1.6 0.5
C -0.1 -0.2 0.1
C 1.2 -0.6 -0.1
C 0.5 1.2 0.3
O -0.1 -2.2 -1.6
C -0.8 1.0 1.0
H -0.2 0.1 -0.3
H 0.0 -0.2 -0.2
H 0.0 0.6 0.2
H -0.3 -0.3 -0.1
H 0.1 -0.3 0.0
H -0.3 -0.1 -0.3
H 0.0 -0.1 -0.1
H 0.0 0.0 0.2

Properties
HOMO-LUMO gap, eV: 7.38
Total charge: +3
LUMO energy, eV: -13.59
ΔE to the lowest compared entry with this formula, charge and spin, kJ/mol: 0.00


[3]
Density functional theory data (the ωB97M-V functional and the def2-TZVPD basis) for a molecular structure, BrH3NO2P at a distorted geometry.

Each line ends with the natural charge from an NBO analysis.
Cartesian coordinates (Å):
N 0.52141 0.29731 -0.03233  -1.178
O -2.00905 -0.50020 -0.43183  -0.992
O -0.02213 -1.21023 -2.64821  -0.952
P -0.91361 0.59968 -0.84697  1.489
Br -0.69447 -2.52104 -1.84572  0.329
H 0.71849 -0.53228 0.58480  0.432
H 1.35589 0.66707 -0.48327  0.425
H -1.79225 -1.33389 -0.77365  0.446

Force components x, y, z for each atom (eV/Å):
N -0.9 -1.1 0.6
O 0.3 5.5 1.5
O 0.5 3.6 -0.3
P 0.7 -1.7 -0.5
Br -0.6 -3.4 0.8
H -0.5 1.1 -1.1
H -0.2 0.0 0.2
H 0.7 -3.9 -1.1

Properties
HOMO-LUMO gap, eV: 7.28
Total charge: 0
LUMO energy, eV: -1.03
ΔE to the lowest compared entry with this formula, charge and spin, kJ/mol: 176.22


[4]
Density functional theory data (the ωB97M-V functional and the def2-TZVPD basis) for a single C6H9N molecule at a distorted geometry.

Each line ends with the natural charge from an NBO analysis.
Cartesian coordinates (Å):
C 1.30262 0.64221 -1.26691  -0.629
C 0.06803 0.31965 -0.46053  -0.061
C -0.97912 1.25843 -0.38239  -0.357
C -2.02195 0.74421 0.32019  0.007
N -1.72870 -0.46552 0.85783  -0.586
C -0.18405 -0.82720 0.25217  0.123
C 1.05375 -1.49047 0.95496  -0.654
H 1.05908 0.59806 -2.33784  0.227
H 2.14192 -0.03542 -1.09240  0.215
H 1.63351 1.66655 -1.05743  0.219
H -0.93495 2.24745 -0.79594  0.214
H -3.00064 1.22803 0.36702  0.207
H -2.62098 -0.90761 1.17378  0.413
H 1.75152 -2.05899 0.30486  0.228
H 0.75612 -2.18976 1.72942  0.227
H 1.70382 -0.72961 1.43318  0.208

Force components x, y, z for each atom (eV/Å):
C 0.1 -0.1 0.1
C -0.2 -0.1 0.0
C -0.2 0.3 -0.4
C 0.5 0.2 -0.3
N 1.5 -0.1 -0.6
C -1.3 1.1 1.0
C -0.7 -0.1 0.1
H 0.0 0.0 0.3
H -0.2 0.0 0.0
H 0.0 -0.2 0.0
H -0.1 0.1 -0.3
H 0.2 -0.5 0.3
H 2.0 -0.7 -0.2
H -0.9 0.3 -0.2
H -0.1 -0.1 0.1
H -0.6 -0.2 -0.2

Properties
HOMO-LUMO gap, eV: 8.89
Total charge: 0
SMILES: Cc1cc[nH]c1C
LUMO energy, eV: 1.09
ΔE to the lowest compared entry with this formula, charge and spin, kJ/mol: 216.39


[5]
Density functional theory data (the ωB97M-V functional and the def2-TZVPD basis) for a single C5H8N2O molecule at a distorted geometry.

Each line ends with the natural charge from an NBO analysis.
Cartesian coordinates (Å):
C 2.18648 0.61730 -1.59585  -0.433
N 1.33994 -0.29822 -0.71362  -0.673
C 0.13953 0.21812 -0.03577  0.308
O 0.22576 1.01476 1.13333  -0.496
C -0.91503 0.86634 2.02670  0.100
C -1.71066 0.09036 1.39219  -0.326
C -1.13979 -0.35909 0.13149  0.099
N -1.77881 -1.31971 -0.61890  -0.830
H 3.05809 1.21495 -1.00724  0.211
H 1.27534 1.50210 -1.96164  0.207
H 2.42142 -0.13865 -2.44609  0.221
H 1.90788 -0.75097 0.19869  0.374
H -0.78228 1.21823 3.06435  0.222
H -2.70066 -0.23046 1.94291  0.221
H -1.16900 -1.58847 -1.41934  0.397
H -2.35823 -2.05662 -0.09122  0.396

Force components x, y, z for each atom (eV/Å):
C -2.6 1.4 0.3
N 0.1 0.1 4.2
C -2.2 -1.0 1.9
O 0.9 0.8 1.6
C 5.4 1.8 -0.9
C -5.0 -2.9 -0.1
C 1.2 0.1 0.4
N -0.4 -1.3 -0.7
H -1.9 -1.7 -1.7
H 3.2 -2.7 0.7
H 0.4 2.2 1.2
H -1.4 1.6 -3.5
H -0.2 0.1 -1.2
H 1.9 0.3 -1.8
H -1.1 -0.4 1.1
H 1.7 1.6 -1.5

Properties
HOMO-LUMO gap, eV: 8.44
Total charge: 0
SMILES: CNc1occc1N
LUMO energy, eV: 0.95
ΔE to the lowest compared entry with this formula, charge and spin, kJ/mol: 427.71


[6]
Density functional theory data (the ωB97M-V functional and the def2-TZVPD basis) for a single C4H10N2 molecule at a distorted geometry.

Each line ends with the natural charge from an NBO analysis.
Cartesian coordinates (Å):
C -1.11480 0.17427 -1.66863  -0.422
C -0.34299 -0.76639 -1.08207  -0.164
C 0.48509 -0.60089 0.11334  -0.101
N 1.81258 -0.82039 -0.18900  -0.821
C 0.23501 0.71702 0.92156  -0.256
N -0.91740 0.47636 1.73305  -0.824
H -1.23554 1.08493 -1.02517  0.182
H -1.70334 0.10057 -2.64591  0.220
H -0.38594 -1.71335 -1.44050  0.195
H 0.10403 -1.36901 0.83298  0.199
H 2.24121 -0.06168 -0.73421  0.359
H 2.38497 -0.95488 0.61980  0.362
H 1.13559 0.66051 1.54791  0.186
H 0.25852 1.50612 0.15123  0.172
H -1.72108 -0.04728 1.04331  0.361
H -1.23590 1.61411 1.82229  0.353

Force components x, y, z for each atom (eV/Å):
C -0.1 0.3 0.8
C -1.9 3.0 -1.1
C -2.3 0.8 2.4
N 2.8 -0.3 -1.4
C 1.8 -2.8 -1.6
N -4.4 3.6 -1.6
H 0.0 -0.4 -1.4
H 0.9 -0.2 1.8
H 0.4 -2.8 -1.5
H 0.6 0.1 -0.4
H -0.4 -0.5 0.2
H 0.2 -0.1 0.4
H -0.2 1.1 0.1
H -0.1 0.3 0.8
H 2.6 2.3 2.4
H 0.0 -4.3 0.2

Properties
HOMO-LUMO gap, eV: 10.09
Total charge: 0
SMILES: C=C[C@@H](N)CN
LUMO energy, eV: 1.02
ΔE to the lowest compared entry with this formula, charge and spin, kJ/mol: 281.91